84
Properties=species:S:1:pos:R:3 method="wB97M-V/def2-TZVPD" homo_ev=-4.254 charge=-1 homo_lumo_gap_ev=5.8 max_force_ha_per_bohr=0.048
C -3.337 0.080 -1.138
C -3.592 1.537 -0.779
C -4.690 1.691 0.284
Ga -6.147 3.082 -0.112
C -7.977 2.136 -0.234
C -8.376 1.439 1.030
O -9.837 1.311 1.258
C -10.432 0.306 0.582
C -10.885 0.585 -0.823
O -10.656 -0.798 1.099
B -5.877 4.135 -1.940
O -5.655 5.512 -2.046
O -5.938 3.431 -3.157
H -2.582 0.034 -1.913
H -2.978 -0.447 -0.268
H -4.247 -0.381 -1.484
H -2.675 1.976 -0.404
H -3.845 2.038 -1.708
H -4.221 1.987 1.212
H -5.161 0.733 0.476
H -6.206 4.134 1.133
H -7.937 1.405 -1.032
H -8.726 2.885 -0.446
H -7.952 0.446 1.082
H -8.042 1.967 1.908
H -10.470 -0.169 -1.468
H -10.532 1.541 -1.171
H -11.962 0.568 -0.888
H -6.513 5.952 -1.985
H -6.852 3.370 -3.460
C 1.744 -3.610 -2.492
C 2.010 -4.731 -1.472
C 0.820 -5.555 -0.974
F -0.067 -4.797 -0.306
F 1.283 -6.507 -0.125
F 2.711 -4.249 -0.424
F 2.814 -5.632 -2.112
O 1.681 -2.275 -2.034
C 0.505 -1.683 -1.618
C 0.583 -1.246 -0.154
F 0.825 -2.307 0.653
F -0.593 -0.697 0.205
F -0.570 -2.458 -1.856
F 0.359 -0.556 -2.343
H 2.629 -3.618 -3.126
H 0.904 -3.854 -3.143
H 0.319 -6.050 -1.811
H 1.382 -0.515 -0.019
C 4.816 3.439 -0.742
C 3.875 2.534 0.072
C 4.283 1.077 0.276
F 4.355 0.406 -0.893
F 3.338 0.461 1.037
F 2.627 2.600 -0.435
F 3.835 3.066 1.328
O 4.492 3.696 -2.098
C 4.919 2.903 -3.133
C 3.745 2.280 -3.898
F 3.002 1.509 -3.085
F 4.244 1.503 -4.890
F 5.812 1.971 -2.744
F 5.553 3.712 -4.015
H 4.719 4.415 -0.270
H 5.859 3.147 -0.622
H 5.237 0.992 0.790
H 3.117 3.064 -4.325
C 4.788 -2.061 2.944
C 5.029 -3.349 3.750
C 4.981 -3.260 5.278
F 5.949 -2.451 5.757
F 5.183 -4.497 5.789
F 6.184 -3.932 3.358
F 4.015 -4.192 3.418
O 5.920 -1.375 2.421
C 6.605 -0.406 3.106
C 8.076 -0.774 3.316
F 8.183 -1.905 4.034
F 8.679 0.229 3.997
F 6.002 -0.051 4.252
F 6.595 0.695 2.302
H 4.265 -2.396 2.051
H 4.105 -1.384 3.455
H 4.005 -2.899 5.612
H 8.570 -0.910 2.351

---

75
Properties=species:S:1:pos:R:3 method="wB97M-V/def2-TZVPD" homo_ev=-6.914 charge=+1 e_above_lowest_ev=1.1533 homo_lumo_gap_ev=4.9 max_force_ha_per_bohr=0.052
Br 2.155 3.250 -0.143
C 0.155 10.122 5.819
N 0.172 10.392 4.278
C -0.954 11.319 3.800
C 1.489 11.181 4.065
C 0.301 9.151 3.402
C -1.043 8.448 3.108
O -1.912 8.289 4.214
H -0.859 9.804 6.060
H 0.169 11.112 6.275
H 0.938 9.538 6.302
H -1.939 10.908 4.026
H -0.777 11.446 2.733
H -0.848 12.284 4.296
H 2.385 10.561 4.094
H 1.596 11.958 4.823
H 1.507 11.583 3.052
H 1.004 8.520 3.945
H 0.723 9.530 2.471
H -0.868 7.431 2.759
H -1.577 9.025 2.352
H -2.610 7.677 3.972
C -3.758 -2.374 -3.711
C -3.095 -2.103 -2.368
C -1.647 -2.322 -2.251
C -1.282 -3.820 -2.212
P 0.448 -4.159 -1.713
C 1.671 -3.331 -2.856
C 1.634 -3.679 -4.395
C 0.490 -3.096 -5.180
C 0.530 -3.582 -6.680
C 0.754 -6.020 -1.639
C -0.284 -6.926 -0.932
C -0.170 -6.989 0.578
C -1.351 -7.729 1.268
C 0.533 -3.465 -0.058
C 1.863 -3.799 0.636
C 2.105 -3.366 2.043
C 2.772 -1.952 2.164
H -3.571 -1.649 -4.504
H -4.846 -2.326 -3.668
H -3.571 -3.363 -4.128
H -3.490 -2.747 -1.582
H -3.338 -1.070 -2.118
H -1.342 -1.831 -1.327
H -1.317 -1.843 -3.174
H -1.486 -4.419 -3.100
H -1.759 -4.235 -1.324
H 2.669 -3.492 -2.448
H 1.551 -2.263 -2.674
H 1.722 -4.745 -4.605
H 2.517 -3.204 -4.823
H 0.484 -2.006 -5.184
H -0.419 -3.456 -4.699
H -0.358 -3.234 -7.207
H 0.497 -4.672 -6.668
H 1.363 -3.316 -7.331
H 1.792 -6.114 -1.320
H 0.729 -6.426 -2.651
H -0.115 -7.926 -1.329
H -1.259 -6.582 -1.278
H 0.028 -5.985 0.954
H 0.750 -7.571 0.643
H -1.277 -8.805 1.106
H -2.322 -7.301 1.019
H -1.237 -7.569 2.340
H -0.307 -3.901 0.483
H 0.168 -2.438 -0.078
H 2.689 -3.470 0.006
H 1.904 -4.875 0.469
H 2.650 -4.069 2.673
H 1.199 -3.253 2.638
H 2.684 -1.472 3.138
H 2.382 -1.181 1.500
H 3.815 -2.008 1.853

---

9
Properties=species:S:1:pos:R:3 method="wB97M-V/def2-TZVPD" smiles="N#CCSC=S" homo_ev=-9.274 e_above_lowest_ev=0.9186 homo_lumo_gap_ev=8.6 max_force_ha_per_bohr=0.115
C -1.681 0.228 -0.689
C 0.683 0.234 0.754
C 1.473 -0.633 -0.174
H -2.399 0.477 -1.473
H 0.132 -0.161 1.622
H 1.583 0.965 1.087
N 2.321 -1.201 -0.813
S -1.764 -1.249 -0.004
S -0.347 1.340 -0.310

---

108
Properties=species:S:1:pos:R:3 method="wB97M-V/def2-TZVPD" homo_ev=-7.867 e_above_lowest_ev=2.2845 homo_lumo_gap_ev=6.7 max_force_ha_per_bohr=0.061
Cd 14.394 13.746 9.881
C 14.313 9.729 12.216
C 14.737 10.952 11.642
N 13.929 11.954 11.377
C 12.654 11.780 11.691
C 12.218 10.564 12.236
N 13.045 9.579 12.618
C 11.708 12.831 11.268
C 10.520 13.008 11.909
C 9.634 14.011 11.530
C 10.043 14.876 10.487
C 11.290 14.637 9.935
N 12.142 13.687 10.342
C 11.746 15.474 8.802
C 10.911 16.354 8.139
N 11.317 17.048 7.122
C 12.605 16.979 6.730
C 13.439 16.092 7.415
N 13.102 15.394 8.471
C 8.420 14.184 12.304
C 7.626 13.152 12.808
C 6.535 13.400 13.605
N 6.116 14.616 13.992
C 6.859 15.657 13.475
C 7.958 15.482 12.640
H 15.052 8.922 12.465
H 15.757 11.100 11.461
H 11.198 10.458 12.578
H 10.266 12.366 12.711
H 9.341 15.521 10.065
H 9.871 16.376 8.414
H 12.973 17.658 5.966
H 14.454 16.036 7.113
H 7.889 12.144 12.646
H 5.774 12.641 13.832
H 6.475 16.656 13.657
H 8.506 16.330 12.197
C 17.215 8.707 15.929
N 16.105 9.611 15.839
C 14.816 9.234 16.081
C 14.025 10.254 15.680
N 14.897 11.287 15.142
C 16.225 10.901 15.251
S 17.586 11.665 14.693
C 14.454 12.625 15.018
C 15.151 13.686 15.556
C 14.543 14.893 15.558
C 13.259 15.048 14.975
C 12.680 13.920 14.432
N 13.257 12.697 14.446
H 18.135 9.282 16.159
H 17.318 7.993 15.098
H 16.986 8.124 16.850
H 14.565 8.257 16.370
H 12.948 10.340 15.534
H 16.164 13.626 15.952
H 15.106 15.741 15.944
H 12.792 15.997 14.847
H 11.706 13.992 13.990
O 15.864 8.859 7.268
C 16.916 9.237 7.998
O 17.745 8.462 8.396
C 16.993 10.694 8.372
C 18.010 11.386 9.000
Cl 19.492 10.875 9.603
N 17.618 12.711 9.180
N 16.307 12.789 8.863
C 15.979 11.661 8.273
C 14.564 11.571 7.685
O 14.350 10.826 6.733
O 13.745 12.320 8.239
C 18.358 13.971 9.333
C 18.650 14.751 8.205
C 19.213 16.007 8.401
C 19.499 16.439 9.677
C 19.207 15.669 10.749
C 18.604 14.457 10.633
H 15.326 9.640 6.853
H 18.514 14.330 7.265
H 19.508 16.540 7.522
H 19.867 17.418 9.893
H 19.415 16.027 11.786
H 18.257 13.889 11.477
S 12.146 16.878 11.829
P 14.120 16.990 11.824
S 15.186 15.190 11.804
C 14.630 18.069 10.473
C 13.834 19.126 10.109
C 14.301 20.001 9.113
C 15.526 19.870 8.503
C 16.391 18.854 8.964
C 15.875 17.906 9.868
C 14.780 17.726 13.322
C 16.206 17.796 13.542
C 16.713 18.327 14.765
C 15.830 18.951 15.654
C 14.473 19.035 15.341
C 13.949 18.437 14.213
H 12.846 19.256 10.521
H 13.699 20.873 8.835
H 15.852 20.673 7.879
H 17.396 18.745 8.554
H 16.482 17.085 10.147
H 16.928 17.448 12.841
H 17.743 18.124 14.973
H 16.039 19.352 16.647
H 13.824 19.471 16.122
H 12.853 18.492 14.048

---

52
Properties=species:S:1:pos:R:3 method="wB97M-V/def2-TZVPD" smiles="Cc1ccc(OCc2nnc(SCC(=O)NC3CCCCC3)n2C)cc1" homo_ev=-8.564 e_above_lowest_ev=1.6099 homo_lumo_gap_ev=9.1 max_force_ha_per_bohr=0.022
C -4.512 -0.873 -0.052
C -3.519 0.248 -0.095
C -2.689 0.511 0.984
C -1.774 1.552 0.964
C -1.693 2.368 -0.155
C -2.519 2.115 -1.248
C -3.415 1.068 -1.215
H -4.046 0.883 -2.072
H -2.443 2.755 -2.113
O -0.853 3.449 -0.289
C 0.041 3.747 0.764
C 1.163 2.768 0.823
N 1.353 1.862 1.737
N 2.444 1.153 1.409
C 2.905 1.634 0.279
N 2.125 2.667 -0.147
C 2.268 3.445 -1.343
H 1.280 3.707 -1.721
H 2.836 4.356 -1.142
H 2.803 2.853 -2.085
S 4.294 1.084 -0.601
C 4.612 -0.492 0.259
H 5.615 -0.784 -0.048
H 4.563 -0.300 1.329
C 3.597 -1.534 -0.210
O 3.838 -2.291 -1.127
N 2.449 -1.507 0.486
H 2.314 -0.762 1.166
C 1.262 -2.221 0.064
C 0.303 -1.278 -0.668
C -0.856 -2.065 -1.285
C -1.229 -3.279 -0.425
C -0.944 -2.991 1.045
C 0.564 -2.848 1.277
H 0.739 -2.215 2.150
H 1.007 -3.823 1.483
H -1.454 -2.069 1.326
H -1.337 -3.793 1.672
H -2.284 -3.520 -0.565
H -0.648 -4.150 -0.732
H -1.714 -1.400 -1.387
H -0.579 -2.405 -2.284
H -0.075 -0.538 0.042
H 0.846 -0.741 -1.450
H 1.604 -2.992 -0.634
H 0.426 4.746 0.535
H -0.468 3.772 1.733
H -1.129 1.698 1.816
H -2.753 -0.107 1.868
H -5.477 -0.505 0.299
H -4.658 -1.300 -1.042
H -4.184 -1.658 0.625

---

no.,LUMO (eV)
1,1.6
2,-2.0
3,-0.7
4,-1.1
5,0.5